ORCA calculation (ωB97M-V with the def2-TZVPD basis set) on a cluster of 8 separate species, C21H61N9O11 in total at a distorted geometry.

The geometry in XYZ format:
```
102
C21H61N9O11 (ωB97M-V with the def2-TZVPD basis set)
C 7.659 -0.581 1.402
O 7.118 0.330 0.530
C 7.780 1.563 0.578
C 6.811 2.547 0.172
N 5.654 2.599 1.021
C 4.706 3.670 0.591
C 3.406 3.648 1.351
O 2.776 2.391 1.255
C 1.719 2.271 2.167
H 8.643 -0.934 1.013
H 6.954 -1.421 1.446
H 7.805 -0.148 2.414
H 8.547 1.532 -0.208
H 8.252 1.723 1.570
H 6.501 2.424 -0.881
H 7.305 3.517 0.169
H 5.215 1.693 1.090
H 4.445 3.545 -0.500
H 5.220 4.652 0.708
H 2.737 4.470 1.051
H 3.634 3.852 2.454
H 2.106 2.298 3.220
H 1.291 1.281 1.921
H 0.990 3.094 2.112
C -4.768 -2.906 3.442
O -5.158 -1.848 2.568
C -4.343 -0.653 2.596
C -4.972 0.426 1.780
N -4.960 0.142 0.342
C -5.288 1.327 -0.455
C -5.526 1.002 -1.886
O -5.741 2.180 -2.643
C -4.649 2.497 -3.460
H -4.982 -2.630 4.478
H -3.705 -3.129 3.323
H -5.339 -3.815 3.204
H -3.341 -0.927 2.237
H -4.262 -0.331 3.625
H -4.387 1.380 1.954
H -6.000 0.577 2.139
H -4.017 -0.165 0.090
H -4.384 1.984 -0.388
H -6.184 1.872 -0.082
H -6.412 0.350 -1.983
H -4.680 0.375 -2.316
H -4.636 3.540 -3.727
H -4.698 1.890 -4.373
H -3.723 2.198 -2.917
C -0.147 -3.997 -0.199
O 0.804 -4.705 0.567
C 1.943 -5.032 -0.184
C 2.758 -3.840 -0.679
N 3.115 -3.062 0.471
C 3.985 -1.890 0.313
C 3.258 -0.632 -0.235
O 2.753 -0.998 -1.497
C 2.150 0.084 -2.175
H -0.709 -4.662 -0.903
H 0.270 -3.167 -0.783
H -0.828 -3.568 0.545
H 1.691 -5.623 -1.068
H 2.556 -5.639 0.485
H 2.300 -3.333 -1.558
H 3.685 -4.264 -1.068
H 2.264 -2.775 0.966
H 4.788 -2.191 -0.350
H 4.334 -1.724 1.335
H 3.828 0.280 -0.362
H 2.378 -0.414 0.433
H 1.438 0.554 -1.490
H 1.663 -0.341 -3.045
H 2.881 0.819 -2.524
N -2.099 4.688 -0.089
C -1.832 3.379 -0.144
N -2.176 2.753 1.102
O -1.428 2.839 -1.156
H -1.955 5.363 -0.794
H -2.670 5.003 0.704
H -1.898 3.384 1.852
H -1.837 1.754 1.196
N -1.262 1.424 -4.259
C -1.826 0.206 -3.877
N -1.711 0.095 -2.500
O -2.341 -0.665 -4.541
H -1.210 1.650 -5.250
H -1.545 2.142 -3.618
H -1.582 0.968 -1.992
H -2.310 -0.621 -2.092
N -3.621 -3.396 -2.148
C -3.795 -2.698 -0.956
N -4.969 -2.979 -0.350
O -2.947 -1.990 -0.471
H -4.532 -3.683 -2.484
H -3.267 -2.679 -2.789
H -5.643 -3.538 -0.860
H -5.204 -2.534 0.522
O -0.961 -0.080 1.035
H -1.425 -0.727 0.519
H -0.596 -0.523 1.833
O 0.677 -1.444 3.143
H 1.562 -1.372 3.512
H 0.124 -1.953 3.764
```

Computed properties:
* LUMO energy: 0.1604 eV
* ΔE to the lowest compared entry with this formula, charge and spin: 0.000 eV
* HOMO-LUMO gap: 8.26 eV
* HOMO level: -8.097 eV
* SMILES: COCCNCCOC.COCCNCCOC.COCCNCCOC.NC(N)=O.NC(N)=O.NC(N)=O.O.O
* energy: -2157.14413 Ha
* maximum force: 2.9 eV/Å
* molecular weight: 615.8 g/mol

---

ORCA calculation (ωB97M-V with the def2-TZVPD basis set) on a cluster of 14 separate species, C42H83N3O33 in total at a distorted geometry.

The geometry in XYZ format:
```
161
C42H83N3O33 (ωB97M-V with the def2-TZVPD basis set)
C 1.708 4.325 1.364
O 0.470 3.662 1.221
C -0.323 4.226 0.134
C -1.636 3.386 -0.015
O -1.312 2.006 -0.274
C -2.438 1.156 -0.394
C -1.977 -0.307 -0.711
O -1.530 -0.361 -2.088
C -0.977 -1.671 -2.430
H 1.555 5.390 1.540
H 2.399 4.234 0.526
H 2.199 3.853 2.216
H 0.333 4.124 -0.731
H -0.559 5.280 0.282
H -2.232 3.787 -0.835
H -2.254 3.363 0.883
H -3.041 1.491 -1.239
H -3.003 1.133 0.538
H -2.867 -0.936 -0.695
H -1.283 -0.645 0.059
H -0.155 -1.951 -1.771
H -0.494 -1.809 -3.397
H -1.672 -2.509 -2.363
C 1.137 -5.378 4.491
O 0.955 -4.109 4.003
C 0.852 -3.005 4.745
O 1.217 -2.941 5.903
O 0.241 -2.044 4.032
C 0.170 -0.748 4.528
H 0.515 -6.012 3.859
H 0.869 -5.540 5.535
H 2.152 -5.719 4.289
H -0.458 -0.167 3.852
H 1.109 -0.202 4.621
H -0.257 -0.645 5.525
C -2.770 5.027 -10.619
O -1.806 4.868 -9.632
C -2.130 4.624 -8.365
O -3.259 4.521 -7.892
O -0.983 4.413 -7.678
C -0.986 3.694 -6.411
H -3.322 5.892 -10.251
H -3.471 4.203 -10.747
H -2.367 5.354 -11.578
H -1.576 2.784 -6.302
H -1.412 4.378 -5.676
H 0.023 3.448 -6.081
C 2.188 12.806 8.292
O 1.629 11.491 8.403
C 2.307 10.422 7.866
O 3.270 10.505 7.083
O 1.665 9.323 8.228
C 2.330 8.064 8.092
H 1.435 13.472 8.713
H 2.420 13.118 7.274
H 3.114 12.862 8.864
H 3.247 7.891 8.655
H 2.568 7.915 7.038
H 1.640 7.267 8.368
C 7.608 2.592 3.136
O 6.964 2.328 4.350
C 6.755 1.035 4.778
O 7.168 0.022 4.191
O 6.013 1.078 5.938
C 5.813 -0.045 6.779
H 8.551 3.123 3.263
H 7.024 3.271 2.515
H 7.724 1.702 2.517
H 6.571 -0.264 7.531
H 5.698 -0.990 6.247
H 4.858 0.064 7.292
C -5.411 -12.899 -8.074
O -5.575 -11.703 -7.367
C -4.441 -11.122 -6.897
O -3.302 -11.353 -7.280
O -4.745 -10.276 -5.861
C -3.600 -9.600 -5.184
H -5.244 -12.622 -9.115
H -6.373 -13.403 -7.979
H -4.623 -13.560 -7.712
H -3.914 -9.210 -4.216
H -3.174 -8.895 -5.898
H -2.813 -10.299 -4.901
C 5.671 -11.783 -5.458
O 4.585 -11.247 -6.112
C 4.018 -10.123 -5.648
O 4.407 -9.341 -4.715
O 3.030 -9.849 -6.389
C 2.353 -8.611 -6.349
H 6.400 -11.023 -5.177
H 6.105 -12.567 -6.079
H 5.261 -12.308 -4.594
H 1.569 -8.513 -7.100
H 3.023 -7.770 -6.527
H 1.900 -8.422 -5.375
C -7.685 0.572 2.857
O -7.944 1.462 1.815
C -8.562 1.095 0.709
O -8.992 -0.015 0.405
O -8.490 2.140 -0.119
C -8.875 2.044 -1.513
H -8.424 0.444 3.647
H -6.913 0.972 3.515
H -7.335 -0.401 2.511
H -8.225 1.316 -1.997
H -8.725 2.905 -2.164
H -9.898 1.723 -1.709
C 7.863 -2.339 -2.375
O 7.111 -1.277 -1.907
C 5.804 -1.447 -1.537
O 5.166 -2.469 -1.674
O 5.298 -0.234 -1.035
C 3.933 -0.045 -0.870
H 7.216 -3.169 -2.660
H 8.481 -2.748 -1.576
H 8.359 -2.056 -3.304
H 3.388 -0.678 -1.570
H 3.720 0.966 -1.216
H 3.525 -0.256 0.118
C 7.391 5.460 -2.942
O 6.217 6.236 -3.257
C 5.792 7.283 -2.484
O 6.357 7.723 -1.473
O 4.617 7.655 -3.048
C 3.804 8.731 -2.598
H 7.690 5.275 -1.910
H 8.185 5.970 -3.486
H 7.327 4.475 -3.404
H 3.325 9.289 -3.403
H 4.257 9.432 -1.898
H 3.080 8.124 -2.055
C -6.351 5.028 10.649
O -5.917 5.124 9.273
C -4.850 5.876 8.940
O -4.246 6.668 9.645
O -4.585 5.564 7.622
C -3.431 6.116 6.949
H -6.790 5.985 10.931
H -5.573 4.853 11.392
H -7.013 4.163 10.694
H -2.517 5.543 7.104
H -3.367 7.178 7.185
H -3.621 6.080 5.876
C 4.021 -7.498 0.332
C 2.754 -7.617 -0.456
N 1.742 -7.711 -1.030
H 3.874 -8.327 1.024
H 4.166 -6.512 0.774
H 4.892 -7.712 -0.287
C -4.337 -5.163 2.853
C -4.996 -5.572 1.642
N -5.519 -5.875 0.665
H -3.263 -5.054 2.704
H -4.656 -5.887 3.602
H -4.822 -4.232 3.147
C -6.756 -2.952 -4.607
C -7.683 -1.997 -5.222
N -8.472 -1.304 -5.728
H -6.474 -3.725 -5.321
H -7.146 -3.402 -3.695
H -5.923 -2.271 -4.428
```

Computed properties:
* LUMO energy: -0.0424 eV
* ΔE to the lowest compared entry with this formula, charge and spin: 5.198 eV
* HOMO-LUMO gap: 9.81 eV
* HOMO level: -9.848 eV
* energy: -4297.04738 Ha
* maximum force: 5.8 eV/Å
* molecular weight: 1158.1 g/mol

---

ORCA calculation (ωB97M-V with the def2-TZVPD basis set) on a structure of composition C22H20F2N4O7Sn.

The geometry in XYZ format:
```
56
C22H20F2N4O7Sn (ωB97M-V with the def2-TZVPD basis set)
Sn -0.154 -0.829 -0.629
O -1.293 -4.408 0.103
C -2.696 -4.272 0.072
C -3.231 -3.162 -0.834
N -2.896 -1.775 -0.507
C -3.312 -1.353 0.823
C -2.302 -1.692 1.947
O -2.748 -1.864 3.086
O -1.067 -1.680 1.613
C -3.437 -0.923 -1.562
C -2.703 -1.123 -2.918
O -3.399 -1.137 -3.947
O -1.443 -1.194 -2.838
H -0.988 -3.760 0.770
H -3.088 -5.216 -0.321
H -3.096 -4.152 1.085
H -2.860 -3.344 -1.845
H -4.333 -3.282 -0.861
H -3.363 -0.260 0.827
H -4.298 -1.752 1.101
H -4.511 -1.100 -1.719
H -3.296 0.123 -1.276
F 4.901 -3.234 -2.212
C 4.295 -2.367 -1.352
C 2.924 -2.319 -1.255
C 2.295 -1.419 -0.389
C 3.110 -0.562 0.382
C 4.492 -0.672 0.269
F 5.355 0.091 1.015
C 5.114 -1.558 -0.589
C 2.409 0.418 1.252
C 3.039 1.429 1.990
C 2.275 2.284 2.768
C 0.899 2.126 2.817
C 0.346 1.113 2.049
N 1.072 0.305 1.293
H 2.322 -2.991 -1.862
H 6.191 -1.598 -0.660
H 4.107 1.562 1.957
H 2.758 3.069 3.339
H 0.273 2.771 3.419
H -0.725 0.939 2.031
C 1.978 3.871 -1.535
N 0.727 3.543 -0.886
C -0.057 4.474 -0.271
C -1.215 4.138 0.317
C -1.664 2.737 0.286
O -2.741 2.403 0.782
N -0.817 1.840 -0.303
C 0.336 2.187 -0.868
O 1.138 1.371 -1.364
H 2.091 4.954 -1.580
H 1.986 3.453 -2.541
H 2.820 3.437 -0.991
H 0.319 5.490 -0.285
H -1.837 4.871 0.809
```

Computed properties:
* LUMO energy: 4.4473 eV
* total charge: -2
* ΔE to the lowest compared entry with this formula, charge and spin: 1.374 eV
* HOMO-LUMO gap: 5.56 eV
* HOMO level: -1.117 eV
* energy: -2010.21504 Ha
* maximum force: 0.7 eV/Å
* molecular weight: 609.1 g/mol

---

ORCA calculation (ωB97M-V with the def2-TZVPD basis set) on the molecule CH3BrO3 at a distorted geometry.

The geometry in XYZ format:
```
8
CH3BrO3 (ωB97M-V with the def2-TZVPD basis set)
C -0.534 -1.041 0.242
O 0.711 -0.342 0.317
O 0.612 1.032 0.769
O 0.263 1.845 -0.233
Br 1.487 2.209 -1.654
H -0.335 -1.892 -0.411
H -1.205 -0.499 -0.269
H -0.999 -1.312 1.239
```

Computed properties:
* LUMO energy: -1.1007 eV
* ΔE to the lowest compared entry with this formula, charge and spin: 6.322 eV
* HOMO-LUMO gap: 9.34 eV
* HOMO level: -10.440 eV
* SMILES: COOOBr
* energy: -2839.37863 Ha
* maximum force: 3.9 eV/Å
* molecular weight: 142.9 g/mol

---

ORCA calculation (ωB97M-V with the def2-TZVPD basis set) on a cluster of 3 separate species, C5H16NO2 in total at a distorted geometry.

The geometry in XYZ format:
```
24
C5H16NO2 (ωB97M-V with the def2-TZVPD basis set)
C -3.206 -1.171 -0.693
C -1.980 -1.945 -0.250
C -0.675 -1.130 -0.246
C -0.684 0.055 -1.182
C 1.093 1.780 -1.023
N 0.661 0.631 -1.312
H -4.126 -1.734 -0.552
H -3.391 -0.293 -0.067
H -3.163 -0.920 -1.753
H -2.196 -2.312 0.742
H -1.887 -2.844 -0.848
H -0.442 -0.920 0.804
H 0.180 -1.772 -0.519
H -0.934 -0.285 -2.193
H -1.416 0.827 -0.943
H 2.131 2.061 -1.144
H 0.449 2.619 -0.768
H 1.354 -0.086 -1.516
H 4.642 2.317 0.208
H 3.539 3.179 0.789
O 3.678 2.357 0.296
H 1.619 0.058 4.633
H 2.839 -0.098 3.715
O 1.915 -0.373 3.822
```

Computed properties:
* LUMO energy: -4.3970 eV
* total charge: +1
* ΔE to the lowest compared entry with this formula, charge and spin: 1.416 eV
* HOMO-LUMO gap: 9.64 eV
* HOMO level: -14.040 eV
* energy: -405.06811 Ha
* maximum force: 1.5 eV/Å
* molecular weight: 122.2 g/mol

---

ORCA calculation (ωB97M-V with the def2-TZVPD basis set) on the molecule C5H9N at a distorted geometry.

The geometry in XYZ format:
```
15
C5H9N (ωB97M-V with the def2-TZVPD basis set)
C 1.646 1.897 -0.807
C 0.488 1.268 -0.948
C 0.274 -0.151 -0.617
C -0.476 -0.685 0.340
C -0.630 -2.159 0.530
N -1.076 0.069 1.335
H 1.853 2.942 -1.009
H 2.500 1.344 -0.447
H -0.373 1.879 -1.217
H 0.792 -0.838 -1.289
H -1.551 -2.476 1.006
H 0.164 -2.491 1.202
H -0.493 -2.730 -0.374
H -1.817 -0.355 1.872
H -1.154 1.074 1.347
```

Computed properties:
* LUMO energy: 1.0866 eV
* ΔE to the lowest compared entry with this formula, charge and spin: 1.118 eV
* HOMO-LUMO gap: 8.90 eV
* HOMO level: -7.814 eV
* SMILES: C=C/C=C(/C)N
* energy: -250.62586 Ha
* maximum force: 1.5 eV/Å
* molecular weight: 83.1 g/mol

---

ORCA calculation (ωB97M-V with the def2-TZVPD basis set) on a cluster of 2 separate species, CH4F2Si in total at a distorted geometry.

The geometry in XYZ format:
```
8
CH4F2Si (ωB97M-V with the def2-TZVPD basis set)
C -0.155 0.335 -0.394
F 2.634 -1.423 -0.047
F -0.423 -2.475 -0.459
Si 0.188 -1.338 0.445
H 0.307 1.194 -0.052
H 0.384 0.101 -1.326
H -1.158 0.524 -0.487
H 0.695 -2.132 1.588
```

Computed properties:
* LUMO energy: -0.8138 eV
* ΔE to the lowest compared entry with this formula, charge and spin: 3.875 eV
* HOMO-LUMO gap: 9.46 eV
* HOMO level: -10.274 eV
* energy: -529.70790 Ha
* maximum force: 4.6 eV/Å
* molecular weight: 82.1 g/mol

---

ORCA calculation (ωB97M-V with the def2-TZVPD basis set) on the molecule C4H9NO2 at a distorted geometry.

The geometry in XYZ format:
```
16
C4H9NO2 (ωB97M-V with the def2-TZVPD basis set)
O 2.915 -0.571 0.956
C 2.449 -0.036 -0.033
C 1.104 -0.538 -0.695
C 0.076 0.479 -0.115
N -1.141 0.443 -0.960
C -2.364 0.707 -0.115
O -2.464 -0.484 0.813
H 2.867 0.905 -0.415
H 0.880 -1.576 -0.349
H 1.280 -0.436 -1.803
H 0.570 1.429 -0.063
H -0.242 0.034 0.867
H -1.333 -0.605 -1.142
H -3.240 0.840 -0.773
H -2.275 1.471 0.608
H -1.718 -0.383 1.392
```

Computed properties:
* LUMO energy: 0.9248 eV
* ΔE to the lowest compared entry with this formula, charge and spin: 2.948 eV
* HOMO-LUMO gap: 10.67 eV
* HOMO level: -9.742 eV
* SMILES: O=CCCNCO
* energy: -362.97718 Ha
* maximum force: 3.1 eV/Å
* molecular weight: 103.1 g/mol

---

ORCA calculation (ωB97M-V with the def2-TZVPD basis set) on the molecule C27H27N5O7 at a distorted geometry.

The geometry in XYZ format:
```
66
C27H27N5O7 (ωB97M-V with the def2-TZVPD basis set)
C -2.751 -4.136 1.156
O -2.630 -3.020 0.291
C -1.998 -3.293 -0.940
C -0.484 -3.530 -0.816
N 0.135 -2.475 -0.033
C 0.554 -2.758 1.222
O 0.376 -3.843 1.741
C 1.241 -1.645 2.015
O 1.917 -0.677 1.237
C 3.118 -1.039 0.736
O 3.652 -2.090 0.974
C 3.650 -0.004 -0.151
C 3.422 1.409 -0.203
C 2.674 2.255 0.718
C 2.643 1.981 2.083
C 1.914 2.789 2.935
C 1.218 3.879 2.439
C 1.271 4.173 1.086
C 1.999 3.371 0.227
N 4.029 1.914 -1.247
O 4.646 0.897 -1.902
C 4.436 -0.251 -1.258
C 4.953 -1.513 -1.818
C 0.176 -1.188 -0.628
C -0.650 -0.184 -0.168
N -1.505 -0.400 0.863
N -0.571 1.074 -0.709
C -1.355 2.170 -0.160
C -2.838 1.982 -0.362
C -3.325 1.527 -1.582
C -4.684 1.355 -1.772
C -5.571 1.644 -0.748
C -5.095 2.107 0.466
C -3.734 2.271 0.660
C 0.252 1.366 -1.788
O 0.284 2.462 -2.297
N 1.001 0.321 -2.245
C 1.062 -0.977 -1.735
O 1.800 -1.798 -2.247
H -3.222 -4.976 0.636
H -1.781 -4.445 1.554
H -3.392 -3.813 1.975
H -2.187 -2.408 -1.555
H -2.459 -4.165 -1.423
H -0.033 -3.550 -1.810
H -0.278 -4.472 -0.304
H 1.939 -2.140 2.698
H 0.486 -1.098 2.587
H 3.206 1.150 2.479
H 1.895 2.572 3.994
H 0.648 4.507 3.109
H 0.746 5.034 0.699
H 2.046 3.591 -0.827
H 5.363 -2.131 -1.023
H 4.118 -2.057 -2.264
H 5.702 -1.309 -2.576
H -2.254 0.264 0.988
H -1.787 -1.370 0.984
H -1.110 2.294 0.899
H -1.022 3.063 -0.700
H -2.634 1.316 -2.385
H -5.052 1.001 -2.723
H -6.632 1.512 -0.898
H -5.782 2.339 1.266
H -3.364 2.634 1.609
H 1.611 0.530 -3.029
```

Computed properties:
* LUMO energy: 0.4754 eV
* HOMO-LUMO gap: 8.94 eV
* HOMO level: -8.467 eV
* SMILES: COCCN(C(=O)COC(=O)c1c(-c2ccccc2)noc1C)c1c(N)n(Cc2ccccc2)c(=O)[nH]c1=O
* energy: -1845.61253 Ha
* maximum force: 1.3 eV/Å
* molecular weight: 533.5 g/mol

---

ORCA calculation (ωB97M-V with the def2-TZVPD basis set) on the ion C9H16N6 with charge +2 at a distorted geometry.

The geometry in XYZ format:
```
31
C9H16N6 (ωB97M-V with the def2-TZVPD basis set)
N -0.989 1.787 2.368
C -0.582 1.169 1.289
N -1.289 0.645 0.298
C -2.478 0.109 0.526
N -3.251 -0.353 -0.389
C -3.463 -0.239 -1.732
C -4.441 -0.931 -0.809
N 0.828 1.106 1.075
C 1.544 0.297 0.236
N 2.751 0.695 -0.135
C 3.702 1.723 -0.511
C 3.839 0.264 -1.035
N 1.093 -0.852 -0.252
C 1.727 -2.114 -0.453
C 0.543 -2.064 0.365
H -1.962 2.053 2.532
H -0.326 2.009 3.170
H -2.740 -0.018 1.536
H -2.958 -0.691 -2.530
H -3.712 0.693 -2.043
H -5.419 -0.398 -0.612
H -4.612 -2.059 -0.778
H 1.390 1.923 1.400
H 4.342 1.885 0.373
H 3.487 2.625 -1.064
H 3.587 0.395 -2.074
H 4.676 -0.361 -0.741
H 2.668 -2.311 0.037
H 1.900 -2.568 -1.389
H -0.310 -2.506 -0.118
H 0.458 -1.912 1.461
```

Computed properties:
* LUMO energy: -7.1581 eV
* total charge: +2
* ΔE to the lowest compared entry with this formula, charge and spin: 2.942 eV
* HOMO-LUMO gap: 9.62 eV
* HOMO level: -16.783 eV
* SMILES: [NH2+]=C(/N=C/N1CC1)NC(N1CC1)=[N+]1CC1
* energy: -680.33307 Ha
* maximum force: 3.6 eV/Å
* molecular weight: 208.3 g/mol